The following is a DFT calculation (ωB97M-V/def2-TZVPD) of a structure of composition C43H53BrN2O3PRhSSbSi3 in a non-equilibrium geometry.

Results
HOMO-LUMO gap (alpha / beta) in eV: 3.635 / 3.438
Total energy in eV: -177914.5138
LUMO level (alpha / beta) in eV: -5.33 / -5.52
Charge: +1
HOMO level (alpha / beta) in eV: -8.96 / -8.96
Relative energy (zero: lowest compared OMol25 entry of this formula, charge and spin) in eV: 2.560

Geometry (Å):
Rh1 -0.3017 -0.1013 -0.2984
Br1 -3.1387 -2.8755 2.1750
C1 -3.0668 -0.0764 0.3715
C2 -4.2177 0.3883 0.9674
C3 -4.1236 1.4035 1.9093
C4 -2.8905 1.9620 2.2104
C5 -1.7888 1.4880 1.5321
N1 -1.9079 0.4991 0.6526
C6 -0.3744 2.0192 1.7076
O1 -0.2008 3.0514 2.3169
O2 0.5709 1.2789 1.1422
H1 -5.1734 -0.0503 0.7138
H2 -5.0171 1.7633 2.4069
H3 -2.7684 2.7549 2.9400
N2 1.3741 -0.6007 -1.4908
C7 1.5612 -1.9497 -2.0432
C8 2.6211 -2.1350 -2.9186
C9 2.8864 -3.3847 -3.4551
C10 2.0748 -4.4531 -3.1111
C11 1.0020 -4.2585 -2.2545
C12 0.7162 -3.0033 -1.7069
P1 -0.6967 -2.8510 -0.5373
C13 -1.5792 -4.3962 -0.7623
C14 -2.2078 -4.6106 -1.9892
C15 -2.8729 -5.8040 -2.2273
C16 -2.9046 -6.7835 -1.2389
C17 -2.2810 -6.5679 -0.0167
C18 -1.6171 -5.3724 0.2269
C19 0.1779 -2.8692 1.0473
C20 1.2528 -3.7557 1.1393
C21 2.0121 -3.8085 2.2999
C22 1.7117 -2.9691 3.3661
C23 0.6425 -2.0885 3.2768
C24 -0.1282 -2.0371 2.1226
H4 1.3410 0.0485 -2.2641
H5 2.1959 -0.3439 -0.9593
H6 3.2468 -1.2829 -3.1752
H7 3.7221 -3.5191 -4.1322
H8 2.2694 -5.4417 -3.5131
H9 0.3704 -5.1018 -2.0070
H10 -2.1715 -3.8470 -2.7567
H11 -3.3628 -5.9720 -3.1811
H12 -3.4229 -7.7191 -1.4234
H13 -2.3196 -7.3278 0.7572
H14 -1.1624 -5.1885 1.1925
H15 1.4949 -4.4160 0.3141
H16 2.8397 -4.5083 2.3684
H17 2.3083 -3.0124 4.2717
H18 0.3840 -1.4529 4.1176
H19 -1.0004 -1.4130 2.0962
C25 3.6460 0.4993 3.0235
Si1 3.5703 2.3391 2.8578
C26 5.2404 3.1355 2.9129
C27 2.4381 3.1601 4.0416
Sb1 2.8123 2.5004 0.3794
Si2 4.7733 1.5936 -1.0491
C28 5.0778 -0.1743 -0.5658
C29 6.2907 2.6140 -0.7353
C30 4.2956 1.7306 -2.8401
Si3 2.0564 4.7578 -0.6573
C31 3.5647 5.8231 -0.7279
C32 0.6868 5.4784 0.3437
C33 1.5154 4.2611 -2.3572
H20 3.8819 0.1959 4.0523
H21 4.4113 0.0827 2.3572
H22 2.6745 0.0631 2.7527
H23 5.6385 3.0487 3.9357
H24 5.1801 4.2020 2.6656
H25 5.9543 2.6606 2.2322
H26 2.9001 3.1445 5.0363
H27 1.4678 2.6613 4.0842
H28 2.2561 4.2005 3.7544
H29 5.7932 -0.2100 0.2663
H30 5.5201 -0.7177 -1.4104
H31 4.1819 -0.7192 -0.2481
H32 6.6445 2.5142 0.2955
H33 6.1068 3.6774 -0.9314
H34 7.0938 2.2755 -1.4063
H35 3.2203 1.6257 -3.0207
H36 4.8177 0.9581 -3.4191
H37 4.6033 2.7073 -3.2343
H38 3.9200 6.0977 0.2722
H39 3.3150 6.7494 -1.2673
H40 4.3823 5.3282 -1.2642
H41 0.6489 5.0517 1.3482
H42 -0.2765 5.2719 -0.1365
H43 0.8092 6.5651 0.4251
H44 2.3591 3.8907 -2.9496
H45 1.0811 5.1217 -2.8842
H46 0.7505 3.4770 -2.3062
C34 -8.4869 -1.2246 -3.7039
C35 -8.6217 -2.7008 -4.0054
O3 -9.6512 -3.2045 -4.3506
S1 -7.1581 -3.7921 -4.0068
C36 -5.9524 -2.9971 -2.9805
C37 -6.1565 -2.8702 -1.6052
C38 -5.1984 -2.2734 -0.8030
C39 -3.9900 -1.8305 -1.3587
C40 -3.7906 -1.9784 -2.7304
C41 -4.7605 -2.5531 -3.5396
C42 -2.8861 -1.1978 -0.6054
C43 -1.5927 -1.4390 -0.9604
H47 -9.3946 -0.8827 -3.2104
H48 -8.4088 -0.7101 -4.6622
H49 -7.6173 -0.9776 -3.1076
H50 -7.0663 -3.2582 -1.1597
H51 -5.3420 -2.2388 0.2694
H52 -2.8730 -1.5970 -3.1675
H53 -4.6011 -2.6515 -4.6077

Forces on atoms 1 to 2 (eV/Å):
0.410 0.393 -0.169
-0.298 0.137 -0.327